Density functional theory data (ωB97M-V/def2-TZVPD) for 2 unconnected molecules or ions with the total composition C2H5ClNO at a distorted geometry.

Computed properties:
Frontier orbital gap = 7.9 eV
E_HOMO = -13.921 eV
ΔE to the lowest compared entry with this formula, charge and spin = 3.89 kcal/mol
Total charge = +1

Atoms and positions in Å:
1 C -1.959 0.580 -0.370
2 C 2.193 -0.481 0.093
3 N 1.221 -1.261 0.156
4 O -2.092 1.360 0.653
5 Cl -1.223 -0.854 -0.122
6 H 3.238 -0.759 0.226
7 H 2.012 0.552 -0.185
8 H -2.304 0.864 -1.361
9 H -2.505 2.233 0.518
10 H 1.416 -2.232 0.391

Results of the Löwdin charge analysis, in e, for atoms 1 through 4: atom 1 (C): -0.491, atom 2 (C): -0.077, atom 3 (N): -0.092, atom 4 (O): 0.108

---

Density functional theory data (ωB97M-V/def2-TZVPD) for a molecular structure, C12H15Br6Cl3O9 at a distorted geometry.

Computed properties:
Frontier orbital gap = 9.5 eV
E_HOMO = -10.338 eV
ΔE to the lowest compared entry with this formula, charge and spin = 61.12 kcal/mol

Atoms and positions in Å:
1 C 0.106 0.988 2.381
2 Br -1.008 1.817 3.800
3 Br 0.319 2.170 0.778
4 Br -0.570 -0.860 1.857
5 H 1.072 0.778 2.841
6 C -0.479 7.970 4.717
7 Br -1.073 9.746 5.306
8 Br 1.015 7.006 5.757
9 Br 0.051 8.209 2.856
10 H -1.362 7.337 4.795
11 C 6.381 1.114 3.817
12 Cl 5.317 1.773 5.202
13 Cl 5.839 1.874 2.228
14 Cl 6.223 -0.612 3.775
15 H 7.410 1.404 4.030
16 C -6.683 -3.134 2.900
17 C -7.365 -4.335 3.551
18 O -8.702 -4.064 3.503
19 C -8.829 -2.704 3.705
20 O -9.801 -2.051 4.059
21 O -7.534 -2.214 3.505
22 H -6.755 -3.098 1.813
23 H -5.683 -3.107 3.334
24 H -6.962 -4.457 4.556
25 H -7.169 -5.328 3.147
26 C 4.174 -3.525 -1.447
27 C 5.566 -4.167 -1.787
28 O 5.804 -3.509 -3.007
29 C 5.120 -2.332 -3.048
30 O 5.278 -1.359 -3.841
31 O 4.233 -2.292 -2.099
32 H 3.993 -3.393 -0.381
33 H 3.354 -4.124 -1.843
34 H 5.463 -5.238 -1.963
35 H 6.298 -4.027 -0.992
36 C -0.545 1.773 -5.852
37 C -0.903 1.035 -7.130
38 O 0.063 1.547 -8.034
39 C 0.720 2.566 -7.461
40 O 1.534 3.380 -8.041
41 O 0.484 2.650 -6.176
42 H -0.020 1.242 -5.058
43 H -1.431 2.318 -5.526
44 H -1.880 1.265 -7.555
45 H -1.061 -0.032 -6.969

Results of the Löwdin charge analysis, in e, for atoms 1 through 4: atom 1 (C): -1.461, atom 2 (Br): 0.520, atom 3 (Br): 0.512, atom 4 (Br): 0.463

---

Density functional theory data (ωB97M-V/def2-TZVPD) for C25H29N3O4 in the gas phase at a distorted geometry.

Computed properties:
Frontier orbital gap = 8.3 eV
SMILES string = CCCc1ccc(OCc2ccc(C(=O)N3CCN(c4ccccn4)CC3)o2)c(OC)c1
E_HOMO = -7.705 eV
ΔE to the lowest compared entry with this formula, charge and spin = 83.41 kcal/mol

Atoms and positions in Å:
1 C 4.283 3.834 -2.203
2 C 3.911 2.369 -2.011
3 C 2.793 2.198 -0.976
4 C 2.447 0.749 -0.806
5 C 3.101 -0.044 0.124
6 C 2.791 -1.386 0.244
7 C 1.820 -1.984 -0.550
8 O 1.474 -3.315 -0.432
9 C 1.807 -3.998 0.753
10 C 1.325 -3.303 1.992
11 C 1.770 -3.333 3.283
12 C 0.917 -2.476 4.012
13 C 0.024 -1.959 3.111
14 C -1.109 -1.049 3.386
15 O -1.652 -1.084 4.480
16 N -1.495 -0.182 2.420
17 C -0.925 -0.015 1.106
18 C -1.928 -0.537 0.065
19 N -3.161 0.204 0.179
20 C -3.417 1.333 -0.555
21 C -2.779 1.614 -1.777
22 C -3.157 2.738 -2.478
23 C -4.153 3.566 -1.972
24 C -4.724 3.205 -0.767
25 N -4.373 2.136 -0.077
26 C -3.735 0.083 1.503
27 C -2.738 0.549 2.574
28 O 0.268 -2.478 1.883
29 C 1.160 -1.196 -1.509
30 O 0.176 -1.585 -2.373
31 C -0.231 -2.931 -2.469
32 C 1.494 0.151 -1.613
33 H 3.422 4.405 -2.544
34 H 4.629 4.266 -1.266
35 H 5.075 3.933 -2.940
36 H 4.788 1.807 -1.684
37 H 3.582 1.945 -2.962
38 H 3.124 2.615 -0.022
39 H 1.914 2.755 -1.306
40 H 3.855 0.383 0.767
41 H 3.314 -1.974 0.981
42 H 2.889 -4.176 0.832
43 H 1.311 -4.970 0.646
44 H 2.594 -3.900 3.663
45 H 0.954 -2.252 5.057
46 H 0.032 -0.520 1.015
47 H -0.764 1.057 0.934
48 H -1.510 -0.464 -0.935
49 H -2.141 -1.590 0.276
50 H -2.015 0.969 -2.178
51 H -2.679 2.971 -3.419
52 H -4.468 4.453 -2.497
53 H -5.507 3.801 -0.313
54 H -4.638 0.691 1.541
55 H -3.985 -0.969 1.673
56 H -3.122 0.356 3.576
57 H -2.544 1.619 2.454
58 H -0.950 -2.951 -3.289
59 H 0.607 -3.590 -2.702
60 H -0.717 -3.273 -1.553
61 H 0.965 0.731 -2.354

Results of the Löwdin charge analysis, in e, for atoms 1 through 4: atom 1 (C): -0.116, atom 2 (C): -0.256, atom 3 (C): -0.174, atom 4 (C): -0.245